[1]
66
Properties=species:S:1:pos:R:3 method="wB97M-V/def2-TZVPD" lumo_energy_ev=-1.20 orbital_gap_ev=8.30 energy_ev=-66594.0665 multiplicity=1
H 4.521 -4.236 -2.248
N 5.222 -3.894 -1.544
C 5.743 -2.747 -2.092
C 5.279 -2.112 -3.567
N 4.651 -0.773 -3.245
C 5.070 0.322 -4.201
C 6.322 1.125 -3.475
C 5.878 2.048 -2.194
I 4.115 3.303 -2.514
C 3.152 -0.855 -3.060
O 2.254 -1.006 -4.072
O 2.660 -0.818 -1.649
C 1.613 0.203 -1.481
C 0.251 -0.627 -0.978
C -0.677 -1.151 -2.224
C -1.107 0.042 -3.287
S -2.925 -0.080 -3.748
O -3.179 1.046 -4.819
O -3.296 -1.450 -4.370
O -3.815 0.328 -2.341
H 6.586 -2.124 -1.523
H 4.572 -2.854 -4.132
H 6.291 -1.959 -4.167
H 5.489 -0.207 -5.187
H 4.201 1.020 -4.564
H 6.997 1.690 -4.272
H 7.028 0.268 -3.035
H 5.708 1.447 -1.192
H 6.781 2.791 -1.960
H 1.899 0.974 -0.616
H 1.424 0.852 -2.437
H 0.680 -1.607 -0.447
H -0.305 0.028 -0.183
H -1.702 -1.545 -1.762
H -0.158 -2.023 -2.819
H -0.921 1.065 -2.699
H -0.418 -0.063 -4.227
H -3.571 1.261 -2.064
O 0.699 2.340 1.119
N -0.201 3.087 0.708
O -0.105 3.821 -0.286
C -1.466 3.106 1.453
C -1.605 2.320 2.604
C -2.802 2.361 3.322
C -3.849 3.176 2.890
C -3.712 3.950 1.737
C -2.519 3.919 1.012
H -0.798 1.679 2.954
H -2.918 1.759 4.221
H -4.779 3.209 3.457
H -4.534 4.580 1.405
H -2.426 4.531 0.117
O -2.773 0.424 5.444
N -2.642 -0.751 5.068
O -1.662 -1.182 4.444
C -3.724 -1.693 5.379
C -4.868 -1.239 6.050
C -5.904 -2.134 6.322
C -5.796 -3.470 5.930
C -4.651 -3.921 5.271
C -3.609 -3.034 4.991
H -4.968 -0.202 6.362
H -6.799 -1.791 6.836
H -6.609 -4.163 6.139
H -4.572 -4.964 4.971
H -2.725 -3.401 4.474



[2]
7
Properties=species:S:1:pos:R:3 method="wB97M-V/def2-TZVPD" charge=+1 lumo_energy_ev="-6.77 / -6.77" orbital_gap_ev="9.14 / 9.13" energy_ev=-6099.6846 relative_energy_kj_mol=491.9 smiles="[NH2+]=C=[NH+][O-]" multiplicity=1
N -0.794 0.013 0.015
C 0.315 -0.112 0.559
N 1.426 0.440 1.152
O 2.407 0.440 1.940
H -1.464 0.874 0.077
H -0.975 -0.745 -0.765
H 1.558 0.989 0.288



[3]
19
Properties=species:S:1:pos:R:3 method="wB97M-V/def2-TZVPD" lumo_energy_ev=0.95 orbital_gap_ev=9.62 energy_ev=-8358.1418 relative_energy_kj_mol=192.4 smiles="[H]/N=C/NC.C=CC" multiplicity=1
H 0.112 -1.507 4.310
N 0.223 -0.802 3.564
C -0.022 -1.447 2.456
N -0.225 -0.794 1.287
C -1.095 -1.281 0.203
H -0.142 -2.540 2.396
H -0.245 0.217 1.413
H -0.737 -0.808 -0.725
H -1.029 -2.386 0.086
H -2.129 -1.001 0.353
C 0.061 2.275 -1.437
C 0.916 1.589 -2.220
C 0.441 0.684 -3.399
H 0.399 3.211 -0.937
H -1.036 2.175 -1.499
H 1.961 1.576 -1.945
H 0.617 -0.366 -3.123
H -0.630 0.806 -3.611
H 1.066 0.872 -4.290



[4]
10
Properties=species:S:1:pos:R:3 method="wB97M-V/def2-TZVPD" lumo_energy_ev="0.42 / -2.93" s2=2.012 orbital_gap_ev="6.30 / 6.72" energy_ev=-146670.9249 relative_energy_kj_mol=314.3 multiplicity=3
C 0.735 -0.487 0.499
C -0.423 -0.496 -0.467
N 0.800 0.867 1.000
N 0.049 1.642 0.484
N -0.773 1.217 -0.410
Br 2.410 -1.060 -0.327
Br -1.982 -1.604 -0.071
H 0.709 -1.227 1.383
H 0.076 -0.598 -1.370
H -1.601 1.747 -0.721



[5]
16
Properties=species:S:1:pos:R:3 method="wB97M-V/def2-TZVPD" lumo_energy_ev=1.20 orbital_gap_ev=12.81 energy_ev=-4342.2678 relative_energy_kj_mol=25.1 smiles=CC.CC multiplicity=1
C -1.071 -0.688 -1.630
C -0.477 -1.846 -0.839
H -0.823 -0.647 -2.680
H -2.161 -0.716 -1.528
H -0.882 0.305 -1.205
H -0.611 -2.774 -1.402
H -1.027 -1.990 0.081
H 0.581 -1.733 -0.634
C 0.197 1.492 1.652
C 1.378 1.000 0.822
H -0.522 2.036 1.051
H -0.324 0.714 2.207
H 0.552 2.166 2.434
H 1.490 -0.055 0.598
H 2.348 1.277 1.234
H 1.352 1.458 -0.162



[6]
28
Properties=species:S:1:pos:R:3 method="wB97M-V/def2-TZVPD" charge=-1 lumo_energy_ev="3.22 / 3.19" s2=6.078 orbital_gap_ev="3.70 / 5.71" energy_ev=-55308.2510 multiplicity=5
C -0.714 -1.022 -3.191
C 0.498 -1.122 -3.891
C 1.677 -0.337 -3.748
C 1.898 0.430 -2.580
C 1.004 0.485 -1.497
Fe 0.458 -1.180 -1.882
P -1.214 -1.718 -0.587
H -1.696 -1.345 -3.544
H 0.537 -1.834 -4.718
H 2.453 -0.390 -4.520
H 1.128 1.249 -0.734
H 2.827 1.022 -2.550
H -0.898 -2.406 0.628
H -2.242 -2.608 -1.040
H -2.087 -0.684 -0.085
C -0.524 0.499 3.602
C -0.382 1.918 3.011
C -0.255 1.651 1.501
O 0.057 0.270 1.266
C 0.020 -0.442 2.516
H -0.030 0.344 4.559
H -1.582 0.254 3.751
H 0.519 2.431 3.381
H -1.273 2.528 3.192
H -1.197 1.896 0.985
H 0.556 2.214 1.039
H 1.048 -0.755 2.756
H -0.588 -1.346 2.379



[7]
17
Properties=species:S:1:pos:R:3 method="wB97M-V/def2-TZVPD" lumo_energy_ev="0.35 / -3.22" s2=2.007 orbital_gap_ev="5.32 / 6.06" energy_ev=-41882.6502 multiplicity=3
C 0.291 1.488 0.337
C 0.472 0.187 -0.514
C -0.194 -0.905 0.513
O -0.885 2.094 0.162
O 1.872 -0.081 -0.693
O -1.401 -0.497 1.076
S -0.459 0.088 -2.115
S 0.960 -1.344 1.824
S -0.583 -2.634 -0.426
H 0.390 1.268 1.393
H 1.092 2.120 0.079
H -1.573 1.426 0.289
H 1.879 -0.688 -1.430
H -1.807 -1.196 1.718
H -0.796 1.362 -2.057
H 1.894 -0.602 1.328
H -1.151 -2.086 -1.483



[8]
37
Properties=species:S:1:pos:R:3 method="wB97M-V/def2-TZVPD" charge=-1 lumo_energy_ev=2.86 orbital_gap_ev=9.57 energy_ev=-27481.9084 relative_energy_kj_mol=270.1 multiplicity=1
C -2.499 -0.353 0.534
C -2.190 1.218 0.464
O -1.132 1.460 -0.390
N -1.787 -1.162 1.491
C -0.383 -1.243 1.491
O 0.150 -1.583 2.542
O 0.209 -1.076 0.450
H -2.464 -0.799 -0.559
H -3.661 -0.331 0.702
H -3.087 1.840 0.224
H -1.767 1.437 1.449
H -0.278 1.528 0.103
H -2.318 -1.055 2.384
H 2.209 0.795 2.114
H 0.890 0.834 2.823
O 1.605 1.421 2.647
H -0.258 -2.863 -0.147
H -1.661 -2.758 -0.688
O -1.058 -3.397 -0.248
H 1.910 -1.281 2.146
H 2.742 -1.541 0.861
O 2.840 -0.979 1.709
H -1.375 0.601 -2.691
H -1.618 1.928 -2.230
O -1.918 1.326 -2.987
H 0.476 -1.228 -2.369
H -0.201 -0.434 -1.316
O 0.326 -0.203 -2.098
H 1.547 3.032 0.096
H 2.183 1.862 0.681
O 2.373 2.576 0.019
H 1.868 0.999 -2.058
H 0.763 2.036 -2.176
O 1.519 1.761 -2.588
H 2.507 -0.944 -1.175
H 1.421 -1.631 -0.227
O 2.116 -1.792 -0.984